{
  "formula": "C51H124N12O7",
  "method": "wB97M-V/def2-TZVPD",
  "symbols": ["C", "C", "N", "C", "C", "C", "C", "H", "H", "H", "H", "H", "H", "H", "H", "H", "H", "H", "H", "H", "H", "H", "C", "C", "N", "C", "C", "C", "C", "H", "H", "H", "H", "H", "H", "H", "H", "H", "H", "H", "H", "H", "H", "H", "C", "C", "N", "C", "C", "C", "C", "H", "H", "H", "H", "H", "H", "H", "H", "H", "H", "H", "H", "H", "H", "H", "C", "C", "N", "C", "C", "C", "C", "H", "H", "H", "H", "H", "H", "H", "H", "H", "H", "H", "H", "H", "H", "H", "C", "C", "N", "C", "C", "C", "C", "H", "H", "H", "H", "H", "H", "H", "H", "H", "H", "H", "H", "H", "H", "H", "C", "N", "C", "C", "O", "H", "H", "H", "H", "H", "H", "H", "C", "N", "C", "C", "O", "H", "H", "H", "H", "H", "H", "H", "C", "N", "C", "C", "O", "H", "H", "H", "H", "H", "H", "H", "C", "N", "C", "C", "O", "H", "H", "H", "H", "H", "H", "H", "C", "N", "C", "C", "O", "H", "H", "H", "H", "H", "H", "H", "C", "N", "C", "C", "O", "H", "H", "H", "H", "H", "H", "H", "C", "N", "C", "C", "O", "H", "H", "H", "H", "H", "H", "H"],
  "xyz": [[5.14888, -20.49378, 13.47403], [4.10685, -21.35030, 14.18718], [4.44677, -21.46945, 15.61047], [5.22942, -22.68075, 15.83184], [6.11260, -22.63062, 17.07778], [3.29819, -21.42427, 16.54425], [2.53762, -20.10009, 16.42802], [5.98826, -21.11667, 13.15297], [5.40582, -19.62105, 14.06220], [4.74215, -20.15848, 12.50908], [3.13173, -20.85408, 14.12609], [3.89665, -22.30179, 13.68332], [4.65502, -23.61701, 15.75130], [5.92820, -22.72887, 14.98960], [6.79541, -23.47934, 17.13208], [6.72912, -21.73776, 16.94240], [5.62014, -22.54608, 18.04560], [3.77388, -21.49194, 17.52331], [2.65044, -22.29686, 16.38364], [1.59921, -20.31111, 15.91084], [3.09722, -19.28916, 15.97879], [2.23848, -19.80896, 17.43921], [6.66426, -18.93268, 3.87979], [7.44714, -18.82766, 2.57607], [8.85553, -19.15399, 2.69497], [9.52493, -18.05269, 3.35792], [10.94143, -18.37305, 3.84917], [9.47892, -19.47904, 1.41937], [9.10113, -20.85756, 0.87694], [5.59911, -18.94827, 3.64848], [6.83571, -18.09901, 4.55965], [6.88028, -19.87295, 4.38902], [6.93914, -19.47729, 1.86330], [7.30480, -17.83337, 2.11751], [9.56736, -17.15288, 2.71673], [8.95828, -17.79393, 4.25377], [11.66979, -18.29956, 3.03720], [11.28263, -17.60223, 4.53988], [10.98247, -19.35789, 4.31064], [10.55514, -19.45251, 1.57680], [9.21808, -18.70515, 0.68070], [9.45115, -20.98229, -0.14443], [8.01596, -20.97524, 0.90935], [9.47315, -21.64922, 1.52208], [4.06549, -18.77999, 7.72271], [4.88416, -19.99766, 7.28345], [4.65146, -21.17516, 8.08631], [4.85091, -20.96294, 9.51028], [6.25792, -20.49843, 9.96903], [5.48543, -22.28878, 7.62632], [5.25266, -22.77868, 6.20042], [4.06175, -18.00604, 6.95246], [4.47264, -18.34556, 8.63463], [3.02073, -19.04277, 7.90327], [4.66526, -20.14772, 6.22145], [5.95135, -19.70258, 7.32587], [4.10047, -20.27917, 9.90558], [4.65874, -21.91024, 10.02603], [6.25716, -19.41007, 9.83347], [6.37637, -20.65378, 11.04149], [7.09210, -20.94464, 9.43643], [5.36185, -23.14702, 8.28858], [6.54123, -22.01258, 7.73652], [5.75815, -22.20770, 5.41977], [4.20240, -22.93884, 5.94855], [5.69169, -23.77730, 6.11806], [4.36662, -16.25325, 11.96266], [4.47614, -15.17081, 13.01939], [5.73504, -15.20569, 13.75687], [5.73151, -14.14453, 14.75219], [7.01207, -14.10658, 15.57238], [6.94597, -15.30507, 12.95542], [7.24819, -14.05211, 12.12914], [4.65330, -17.23515, 12.33970], [4.99040, -15.99422, 11.09816], [3.37175, -16.30426, 11.51688], [4.38718, -14.18327, 12.52750], [3.65491, -15.27806, 13.73047], [4.89698, -14.23930, 15.44706], [5.63265, -13.15708, 14.27116], [7.41921, -15.07702, 15.86531], [6.91451, -13.53727, 16.49885], [7.82908, -13.62808, 15.02117], [7.75608, -15.62769, 13.61468], [6.86894, -16.16161, 12.28108], [6.46994, -14.00623, 11.36368], [7.29130, -13.15327, 12.73732], [8.20384, -14.14159, 11.60450], [2.42262, -20.65608, 1.58224], [2.42219, -22.16124, 1.25442], [2.85152, -23.02401, 2.32903], [4.17159, -22.69481, 2.85496], [5.25566, -22.76011, 1.80429], [1.90321, -23.21862, 3.40513], [2.08053, -24.61326, 3.99872], [1.77541, -20.16774, 0.84216], [3.36533, -20.10987, 1.50068], [1.98897, -20.43364, 2.56141], [1.39893, -22.44517, 0.99429], [2.95875, -22.30043, 0.31184], [4.12528, -21.76158, 3.43247], [4.37133, -23.49523, 3.56977], [5.04094, -23.63115, 1.17694], [5.33345, -21.88905, 1.15606], [6.23704, -22.97666, 2.23043], [0.87464, -23.13564, 3.05302], [2.03411, -22.47579, 4.20714], [1.55437, -25.33879, 3.37807], [1.72231, -24.78172, 5.02025], [3.13082, -24.89281, 4.10964], [5.19538, -24.58006, 10.51136], [3.86667, -24.60869, 9.95808], [3.71420, -25.22020, 8.65551], [2.81476, -24.07518, 10.60995], [2.87017, -23.43340, 11.64115], [5.89171, -24.09060, 9.82351], [5.57092, -25.60457, 10.62760], [5.26963, -24.14551, 11.50288], [2.66403, -25.26834, 8.38130], [4.29418, -24.62409, 7.94290], [4.13813, -26.22914, 8.62963], [1.84215, -24.39068, 10.20020], [1.01882, -20.75587, 9.94906], [0.85762, -19.63274, 10.85799], [1.86871, -19.40540, 11.86914], [-0.24142, -18.83126, 10.76764], [-0.51245, -17.91819, 11.52210], [0.05048, -21.02815, 9.51351], [1.21373, -21.68694, 10.49084], [1.73148, -20.51477, 9.15776], [1.56693, -18.52372, 12.43037], [1.90265, -20.25426, 12.55600], [2.85169, -19.25021, 11.43193], [-0.86574, -19.15378, 9.91496], [1.47514, -20.75967, 6.20839], [0.77244, -21.90912, 6.72943], [-0.68703, -21.86373, 6.71176], [1.40291, -23.00350, 7.18495], [0.88044, -24.01366, 7.60408], [1.29938, -20.64026, 5.13836], [2.53934, -20.76230, 6.44044], [1.09930, -19.87410, 6.73238], [-0.96944, -20.81196, 6.75492], [-1.06058, -22.37269, 5.82187], [-1.10635, -22.33302, 7.60014], [2.49363, -22.88524, 7.06554], [8.88423, -17.16015, 7.17993], [9.86710, -17.81004, 8.02110], [9.35767, -18.75699, 8.97425], [11.17096, -17.67957, 7.68429], [11.60606, -17.07914, 6.72370], [8.51538, -17.87163, 6.43372], [9.25867, -16.29226, 6.64384], [8.03769, -16.76934, 7.74942], [10.15767, -19.31276, 9.46262], [8.70081, -18.30944, 9.71670], [8.77516, -19.50999, 8.42873], [11.83097, -18.18222, 8.41797], [9.08271, -22.39313, 3.93209], [8.91449, -22.55680, 5.37028], [8.99184, -21.38349, 6.20956], [8.52017, -23.75829, 5.87550], [8.21667, -23.91339, 7.04368], [8.24746, -21.81360, 3.52902], [9.14542, -23.34680, 3.41831], [9.94477, -21.75275, 3.74504], [9.03980, -21.69232, 7.24845], [9.88794, -20.80949, 5.96117], [8.13035, -20.73749, 6.01167], [8.52535, -24.55707, 5.11834], [2.04821, -15.98232, 4.55218], [3.42419, -15.55554, 4.73265], [4.44422, -16.42531, 4.18336], [3.71727, -14.42826, 5.42056], [4.85076, -14.03852, 5.64771], [1.83468, -16.31275, 3.53681], [1.38274, -15.16352, 4.81909], [1.83389, -16.81559, 5.22659], [5.38476, -15.88787, 4.08468], [4.57599, -17.32796, 4.77770], [4.10728, -16.66464, 3.17186], [2.80677, -13.89110, 5.73525], [2.89250, -13.78149, 9.53713], [1.86426, -14.67667, 10.02514], [1.40532, -15.63605, 9.03428], [1.36987, -14.52832, 11.27153], [0.48277, -15.19586, 11.73663], [3.23601, -13.10082, 10.31513], [2.54715, -13.18422, 8.69185], [3.76438, -14.35157, 9.20512], [0.55757, -16.18918, 9.43432], [1.12770, -15.09715, 8.12968], [2.24042, -16.31637, 8.85516], [1.90224, -13.74149, 11.82842]],
  "atomic_forces_ev_per_a": [[-0.66, -0.73, -1.18], [-0.82, 0.73, 0.48], [-0.32, -0.84, 0.25], [0.74, 0.01, -0.28], [0.30, 0.45, -0.22], [1.32, 0.50, -0.73], [-0.88, -0.96, 0.78], [0.39, 0.29, 0.56], [0.32, -0.06, 0.12], [-0.12, 0.12, 0.21], [0.22, 0.19, 0.09], [0.43, -0.15, 0.06], [-0.34, 0.12, 0.22], [0.01, -0.08, 0.01], [-0.13, -0.13, -0.10], [0.05, -0.01, 0.28], [-0.28, -0.06, -0.13], [-0.33, -0.16, 0.10], [-0.17, 0.06, 0.17], [0.10, 0.52, -0.30], [0.13, -0.04, -0.16], [0.03, 0.23, -0.12], [-0.10, -0.03, -0.12], [-0.56, -0.04, -0.38], [-0.22, -0.25, 0.23], [0.81, 0.12, 0.61], [0.10, 0.59, -0.67], [-0.07, -0.09, -0.09], [-0.50, 0.32, 0.53], [-0.07, 0.06, -0.01], [0.10, -0.06, 0.07], [0.13, 0.02, 0.02], [0.30, -0.38, -0.04], [0.11, 0.20, 0.20], [-0.14, -0.04, 0.03], [-0.19, 0.06, -0.19], [-0.06, -0.42, -0.08], [-0.24, -0.21, 0.26], [0.09, 0.00, 0.08], [0.05, 0.10, -0.12], [0.14, 0.04, -0.14], [0.03, -0.10, -0.01], [-0.03, 0.00, -0.33], [0.35, -0.03, -0.16], [-0.05, -0.13, 0.12], [0.25, 1.07, 0.00], [-0.39, -0.53, -0.49], [0.54, -0.75, 0.81], [-0.88, 0.97, -0.08], [0.32, 0.09, -0.13], [0.19, -0.55, -0.01], [0.17, -0.01, 0.00], [-0.08, 0.10, 0.08], [0.05, -0.06, 0.09], [0.01, -0.54, 0.11], [0.03, -0.04, -0.13], [0.01, 0.12, -0.13], [-0.22, 0.00, -0.26], [0.54, -0.03, -0.08], [0.02, -0.18, -0.14], [-0.02, -0.10, -0.04], [-0.22, 0.44, 0.03], [0.11, -0.12, -0.20], [-0.24, 0.35, 0.06], [-0.04, 0.40, -0.01], [0.09, 0.03, 0.12], [0.09, 0.20, -0.74], [0.33, 0.06, -0.31], [-0.64, -0.56, 0.49], [0.85, 0.15, 0.17], [0.91, 0.20, 0.17], [0.14, -0.11, 0.11], [0.24, -0.70, -0.21], [-0.02, 0.00, 0.04], [0.24, -0.22, 0.16], [-0.18, -0.06, 0.42], [-0.35, -0.04, 0.03], [0.06, 0.13, 0.07], [-0.24, -0.32, -0.29], [-0.20, 0.06, 0.02], [-0.44, -0.19, -0.09], [-0.28, 0.07, -0.11], [-0.11, 0.02, -0.03], [0.10, 0.50, 0.05], [-0.30, 0.08, -0.02], [0.03, 0.52, 0.03], [-0.18, 0.13, -0.06], [-0.04, -0.04, 0.06], [-0.65, 0.49, -0.50], [-0.52, 0.79, 0.09], [0.44, -0.09, -0.67], [-0.41, -0.74, 0.24], [0.16, -0.44, -0.35], [0.08, -0.33, 0.69], [-0.03, -0.62, 0.52], [0.01, 0.02, 0.14], [0.25, -0.46, 0.13], [0.04, -0.14, 0.01], [-0.03, 0.00, 0.16], [0.42, -0.29, 0.29], [0.28, 0.24, -0.08], [0.23, 0.24, 0.16], [-0.04, 0.14, -0.09], [-0.05, 0.12, 0.04], [0.00, 0.33, 0.19], [0.06, 0.18, -0.20], [-0.01, 0.15, -0.09], [0.32, -0.12, -0.10], [-0.45, 0.55, -0.10], [0.00, -0.01, -0.49], [0.83, -0.56, -0.09], [-0.15, 0.08, 0.19], [0.41, -0.14, -0.01], [-0.35, -0.68, 0.41], [0.21, 0.36, 0.17], [0.00, 0.08, 0.24], [-0.14, -0.03, -0.14], [-0.45, 0.38, -0.10], [0.00, 0.17, -0.11], [-0.37, -0.24, -0.22], [-0.05, 0.01, 0.20], [0.07, 0.28, -0.43], [-0.84, -0.17, 0.25], [-0.13, -0.12, -0.34], [-0.55, -0.03, 0.28], [0.30, -0.12, 0.57], [-0.02, -0.41, -0.54], [0.03, 0.56, -0.30], [0.82, 0.30, 0.06], [0.18, -0.46, 0.08], [0.10, 0.09, 0.00], [0.13, -0.01, -0.10], [0.11, 0.01, -0.11], [-0.22, 0.21, 0.04], [-0.21, 0.49, 0.46], [-0.51, -0.07, 0.21], [0.40, 0.14, 0.23], [0.78, 0.34, -0.62], [-0.42, -0.22, 0.27], [0.09, 0.06, -0.05], [0.00, -0.55, -0.16], [-0.12, 0.09, -0.20], [-0.20, -0.06, -0.32], [-0.23, 0.19, 0.01], [0.16, -0.24, -0.06], [0.04, -0.12, 0.34], [-0.58, 0.09, -0.34], [-0.08, 1.01, -0.41], [-0.01, -0.75, -0.28], [0.30, -0.38, 0.52], [-0.13, 0.12, 0.18], [-0.18, 0.03, 0.01], [0.55, -0.18, 0.06], [0.03, -0.37, 0.26], [0.13, 0.27, 0.08], [0.07, 0.19, 0.07], [-0.12, 0.03, 0.13], [-0.01, -0.04, -0.15], [-0.33, 0.90, 0.53], [0.08, -1.02, -0.53], [0.03, 0.11, -0.39], [0.25, 1.07, 0.39], [-0.03, -0.49, -0.08], [-0.12, -0.13, -0.10], [0.14, -0.10, 0.07], [0.25, -0.30, -0.09], [-0.17, 0.00, 0.06], [0.03, -0.05, -0.02], [-0.02, 0.05, 0.29], [-0.07, -0.08, 0.06], [0.11, -0.03, 0.64], [-0.42, -0.05, -0.17], [-0.23, 0.55, -0.38], [0.76, -0.09, -0.19], [-0.56, -0.05, 0.08], [0.16, 0.16, -0.12], [-0.07, 0.00, -0.09], [-0.13, -0.12, -0.04], [0.02, 0.00, 0.28], [-0.01, -0.03, -0.01], [0.18, -0.39, 0.03], [0.09, 0.09, 0.07], [0.30, -0.13, 0.08], [0.60, 0.78, -0.84], [0.05, 0.08, 0.98], [-0.13, -0.29, -0.08], [-0.33, -0.05, 0.36], [-0.14, -0.04, 0.09], [-0.11, 0.03, -0.06], [0.04, -0.03, -0.07], [-0.02, 0.03, 0.01], [-0.03, -0.13, -0.18], [-0.10, -0.19, -0.37], [-0.03, 0.11, 0.08]],
  "mulliken_charge": [-0.2027, -0.4590, 0.3076, -0.4323, -1.3288, -0.2286, -1.2714, 0.3346, 0.3061, -0.3888, -0.1341, 0.3770, 0.4130, 0.2345, 0.4032, 0.3141, 0.3236, 0.3313, 0.3312, 0.2658, 0.2972, 0.4028, 0.3749, -1.9874, 1.2472, -0.3441, -1.3625, -0.6707, -0.9751, 0.4956, 0.3367, -0.5195, 0.4807, 0.2186, 0.2657, 0.0414, 0.4469, 0.4477, 0.1409, 0.3201, 0.3718, 0.4426, 0.1259, 0.1556, -1.0391, -0.2043, 2.2876, 0.8139, -0.7450, 1.3237, -1.0920, 0.0670, 0.2376, -0.1037, 0.2214, 0.1974, -0.3609, -0.7850, 0.1278, 0.0546, 0.2465, -2.4158, 0.2310, 0.2007, -0.1103, 0.7603, -0.5700, -0.9069, 0.2233, -0.4367, -1.3681, -0.7937, -0.9722, 0.3576, 0.1863, 0.1233, 0.3187, 0.4147, 0.4252, 0.3706, 0.3414, 0.3973, 0.2757, 0.4664, 0.2843, 0.1756, 0.2869, 0.4022, -0.6379, -0.7687, 0.1061, 0.4653, -1.6084, -0.0687, -1.3721, 0.4425, 0.1199, 0.0222, 0.5327, 0.3516, 0.1664, -0.0994, 0.4166, 0.2808, 0.3538, 0.6268, -0.1929, 0.4007, 0.2879, 0.2266, -0.7206, 0.2547, -0.7218, -0.1518, -0.5227, 0.1437, 0.3337, 0.2021, 0.3185, 0.1175, 0.3875, 0.5081, -0.8805, 0.3868, -0.9545, 0.0380, -0.5295, 0.5005, 0.1409, 0.0799, 0.2979, 0.5288, -0.1039, 0.3478, -1.5522, 0.6789, -1.2312, -0.2680, -0.7172, 0.5933, 0.1742, 0.6198, 0.3673, 0.2457, 0.3517, 0.5507, -0.7725, 0.2225, -0.6184, 0.0651, -0.5665, 0.0028, 0.3727, 0.3453, 0.3779, 0.1777, 0.0466, 0.3277, -0.7479, 0.2435, -0.9038, -0.0253, -0.5589, 0.1098, 0.3642, 0.2390, 0.4527, 0.5123, -0.0531, 0.3155, -0.9215, 0.1982, -0.3718, 0.1366, -0.6089, 0.3170, 0.3573, 0.2421, 0.3564, -0.2906, 0.3236, 0.2905, -0.9519, 0.1316, -0.7702, 0.0800, -0.5250, 0.3477, 0.3381, 0.2667, 0.2734, 0.3240, 0.1253, 0.3717],
  "spin_multiplicity": 1,
  "molar_mass_g_mol": 1017.63,
  "gap_ev": 8.27,
  "smiles": "CCN(CC)CC.CCN(CC)CC.CCN(CC)CC.CCN(CC)CC.CCN(CC)CC.CN(C)C=O.CN(C)C=O.CN(C)C=O.CN(C)C=O.CN(C)C=O.CN(C)C=O.CN(C)C=O",
  "e_above_lowest_ev": 2.595,
  "e_lumo_ha": 0.0051
}